Entry 1:
Molecular formula: C4H9NO2
Method: DFT, the ωB97M-V functional and the def2-TZVPD basis

```
16
Properties=species:S:1:pos:R:3:forces:R:3:nbo_charge:R:1
N -0.302 -1.500 -0.626 0.0 1.4 0.7 -0.8204
C -0.415 -0.087 -0.067 0.5 -1.8 -0.8 -0.0806
C -1.358 -0.035 1.105 -1.1 -0.6 -0.5 -0.0767
O -2.661 -0.452 0.666 0.2 0.2 -0.1 -0.7291
C 0.998 0.303 0.386 0.8 0.3 -0.8 -0.5314
C 1.703 1.242 -0.588 -0.9 -0.1 1.1 0.4635
O 2.716 0.971 -1.158 0.2 0.2 -0.4 -0.5043
H -0.974 -1.594 -1.375 -0.2 -0.3 0.2 0.3641
H -0.555 -2.098 0.151 -0.1 -0.5 -0.3 0.3487
H -0.808 0.432 -0.944 0.1 0.8 0.4 0.2046
H -1.440 0.966 1.516 0.3 0.2 0.3 0.1747
H -1.026 -0.783 1.836 0.3 0.4 0.3 0.1619
H -3.231 -0.469 1.438 -0.1 0.0 0.0 0.4691
H 1.045 0.767 1.374 -0.2 0.1 0.0 0.2185
H 1.642 -0.572 0.378 -0.2 -0.3 0.3 0.2479
H 1.191 2.225 -0.649 0.2 0.2 -0.5 0.0892
```
Positions in Å, forces in eV/Å.

Properties
SMILES = N[C@@H](CO)CC=O
lowest unoccupied orbital energy = 0.67 eV
energy above the lowest of the compared OMol25 structures with the same formula, charge and spin = 200.0 kJ/mol
highest occupied orbital energy = -9.52 eV
HOMO-LUMO gap = 10.19 eV
net charge = 0

Entry 2:
Molecular formula: C4H9NO2
Method: DFT, the ωB97M-V functional and the def2-TZVPD basis

```
16
Properties=species:S:1:pos:R:3:forces:R:3:nbo_charge:R:1
C 1.498 1.611 -0.243 0.0 0.0 0.0 -0.6256
C 0.830 0.245 -0.342 -0.1 0.2 -0.2 0.0960
O 1.393 -0.628 0.612 0.0 -0.1 0.1 -0.7383
C -0.686 0.369 -0.186 0.0 0.1 0.1 -0.2583
N -1.396 -0.888 -0.378 0.0 -0.1 0.0 -0.6062
C -1.514 -1.795 0.614 0.0 0.0 0.1 0.5340
O -1.031 -1.661 1.729 -0.2 -0.1 -0.3 -0.6409
H 1.207 2.264 -1.075 0.0 -0.1 0.1 0.2020
H 2.583 1.481 -0.262 -0.1 0.0 0.0 0.2268
H 1.237 2.104 0.701 0.0 -0.1 -0.1 0.2076
H 1.027 -0.172 -1.344 0.0 0.0 0.1 0.1526
H 0.702 -0.945 1.215 0.0 0.0 0.0 0.4959
H -0.922 0.726 0.824 0.1 0.0 -0.1 0.2190
H -1.081 1.097 -0.901 0.1 -0.1 0.1 0.2108
H -1.737 -1.129 -1.294 0.0 0.0 0.1 0.4009
H -2.108 -2.680 0.330 0.1 0.1 0.0 0.1236
```
Positions in Å, forces in eV/Å.

Properties
SMILES = C[C@@H](O)CNC=O
lowest unoccupied orbital energy = 0.73 eV
energy above the lowest of the compared OMol25 structures with the same formula, charge and spin = 70.6 kJ/mol
highest occupied orbital energy = -10.02 eV
HOMO-LUMO gap = 10.74 eV
net charge = 0

Entry 3:
Molecular formula: C4H9NO2
Method: DFT, the ωB97M-V functional and the def2-TZVPD basis

```
16
Properties=species:S:1:pos:R:3:forces:R:3:nbo_charge:R:1
C 0.415 0.240 -2.079 -0.6 -1.7 1.4 -0.6012
C -0.075 -0.209 -0.624 -0.1 -3.6 -1.9 -0.1344
C -1.598 -0.290 -0.618 -0.7 5.2 1.1 0.4036
O -2.314 0.714 -0.408 1.6 -2.8 -0.5 -0.5255
N 0.513 0.681 0.357 2.9 -1.8 2.6 -0.6240
C 0.120 0.283 1.800 1.5 1.4 -1.1 0.0858
O 1.179 -0.635 2.297 -1.6 0.6 -0.6 -0.7576
H 0.047 -0.254 -2.984 -0.6 -0.3 0.6 0.2189
H 1.450 -0.027 -2.065 0.9 0.7 -0.1 0.2122
H 0.155 1.257 -2.106 0.3 1.6 -0.4 0.2257
H 0.154 -1.413 -0.579 0.2 2.6 0.4 0.1578
H -2.045 -1.230 -0.792 -0.6 -1.4 -0.5 0.1288
H 1.649 0.507 0.416 -3.7 0.6 -0.6 0.3849
H -0.925 -0.074 1.723 0.7 -0.4 0.6 0.1730
H 0.148 1.237 2.408 -0.1 -1.1 -0.6 0.1724
H 1.128 -0.788 3.255 -0.3 0.3 -0.4 0.4797
```
Positions in Å, forces in eV/Å.

Properties
SMILES = C[C@H](C=O)NCO
lowest unoccupied orbital energy = 0.78 eV
energy above the lowest of the compared OMol25 structures with the same formula, charge and spin = 317.8 kJ/mol
highest occupied orbital energy = -9.58 eV
HOMO-LUMO gap = 10.36 eV
net charge = 0

Entry 4:
Molecular formula: C4H9NO2
Method: DFT, the ωB97M-V functional and the def2-TZVPD basis

```
16
Properties=species:S:1:pos:R:3:forces:R:3:nbo_charge:R:1
C 0.735 -1.315 -0.356 -0.4 1.7 0.0 -0.6218
C -0.083 -0.279 0.442 0.1 0.2 0.9 -0.0662
C 0.581 1.058 0.676 2.4 -0.1 -0.5 -0.0780
O 1.856 0.923 1.361 -1.0 0.1 0.4 -0.7267
N -1.409 0.106 -0.120 0.3 -1.2 0.6 -0.6733
C -1.526 0.171 -1.500 0.2 0.6 0.7 0.5449
O -2.391 -0.251 -2.216 -0.4 0.0 0.2 -0.5530
H 0.175 -2.227 -0.483 -0.1 -0.3 -0.1 0.2213
H 1.660 -1.497 0.188 0.1 0.0 -0.2 0.2339
H 0.940 -0.833 -1.315 0.3 -0.5 -0.2 0.2044
H -0.132 -0.740 1.460 -1.0 0.4 -0.6 0.1979
H 0.929 1.512 -0.258 -0.6 0.0 -0.2 0.1777
H -0.109 1.740 1.160 0.0 0.1 0.3 0.1797
H 1.649 0.908 2.304 0.3 -0.1 -0.1 0.4611
H -2.170 -0.083 0.515 -0.4 -0.5 -0.7 0.4021
H -0.706 0.808 -1.859 0.3 -0.3 -0.6 0.0958
```
Positions in Å, forces in eV/Å.

Properties
SMILES = C[C@@H](CO)NC=O
lowest unoccupied orbital energy = 0.67 eV
energy above the lowest of the compared OMol25 structures with the same formula, charge and spin = 171.3 kJ/mol
highest occupied orbital energy = -9.84 eV
HOMO-LUMO gap = 10.51 eV
net charge = 0

Entry 5:
Molecular formula: C4H9NO2
Method: DFT, the ωB97M-V functional and the def2-TZVPD basis

```
16
Properties=species:S:1:pos:R:3:forces:R:3:nbo_charge:R:1
C 2.170 0.843 -1.068 0.5 0.1 -0.3 -0.2446
O 1.231 0.590 -0.073 0.3 0.1 0.0 -0.5418
C -0.074 0.768 -0.527 0.0 0.1 0.0 -0.0912
C -0.955 0.377 0.597 1.0 -0.6 0.4 -0.2127
N -0.532 -1.156 0.976 -1.2 1.0 -0.4 -0.6548
C -1.681 -1.831 1.080 -0.8 0.1 -0.1 0.5016
O -2.725 -1.248 0.844 -1.1 -1.2 0.3 -0.6493
H 2.036 0.163 -1.922 0.1 0.1 0.1 0.1642
H 2.091 1.880 -1.427 0.1 -0.1 0.0 0.1642
H 3.148 0.682 -0.616 0.1 0.1 -0.2 0.1932
H -0.306 0.116 -1.391 0.2 0.1 0.2 0.1727
H -0.264 1.808 -0.848 0.1 -0.1 0.2 0.1744
H -1.994 0.639 0.268 0.9 -1.5 0.5 0.2637
H -0.816 0.916 1.530 0.4 0.2 -0.1 0.2091
H 0.358 -1.654 1.200 -0.9 1.6 -0.5 0.4240
H -1.689 -2.893 1.376 0.4 0.1 0.0 0.1272
```
Positions in Å, forces in eV/Å.

Properties
SMILES = COCCNC=O
lowest unoccupied orbital energy = 0.93 eV
energy above the lowest of the compared OMol25 structures with the same formula, charge and spin = 255.1 kJ/mol
highest occupied orbital energy = -9.49 eV
HOMO-LUMO gap = 10.41 eV
net charge = 0

Entry 6:
Molecular formula: C4H9NO2
Method: DFT, the ωB97M-V functional and the def2-TZVPD basis

```
16
Properties=species:S:1:pos:R:3:forces:R:3:nbo_charge:R:1
N 0.170 0.358 1.801 -0.2 0.1 -0.2 -0.8496
C 1.052 1.169 0.963 0.1 -0.3 0.1 -0.3380
C 0.288 1.709 -0.227 0.2 0.1 -0.2 0.4217
O 0.587 2.740 -0.767 0.0 0.1 0.0 -0.5026
H 0.656 -0.116 2.549 0.1 0.1 0.0 0.3810
H -0.551 0.935 2.214 -0.1 -0.1 0.1 0.3712
H 1.852 0.509 0.610 -0.1 0.1 -0.2 0.2215
H 1.549 2.018 1.438 -0.1 0.0 0.2 0.2038
H -0.561 1.112 -0.603 0.0 -0.2 0.1 0.1244
C -0.041 -1.734 -1.710 -0.4 0.2 0.3 -0.5644
C -1.020 -2.115 -0.893 0.1 -0.4 -0.1 0.1719
O -1.149 -1.905 0.434 0.4 0.8 0.1 -0.7108
H -0.132 -1.992 -2.752 0.2 0.0 -0.1 0.2136
H 0.790 -1.130 -1.370 0.1 0.0 -0.1 0.1852
H -1.828 -2.731 -1.273 0.0 0.0 0.0 0.1703
H -0.600 -1.131 0.734 -0.3 -0.6 0.0 0.5008
```
Positions in Å, forces in eV/Å.

Properties
SMILES = NCC=O.C=CO
lowest unoccupied orbital energy = 0.55 eV
energy above the lowest of the compared OMol25 structures with the same formula, charge and spin = 223.4 kJ/mol
highest occupied orbital energy = -8.88 eV
HOMO-LUMO gap = 9.44 eV
net charge = 0

Entry 7:
Molecular formula: C4H9NO2
Method: DFT, the ωB97M-V functional and the def2-TZVPD basis

```
16
Properties=species:S:1:pos:R:3:forces:R:3:nbo_charge:R:1
C -2.120 -0.628 -0.323 0.0 0.0 0.0 -0.6197
C -0.662 -0.188 -0.454 0.0 -0.2 0.1 0.0847
O -0.692 1.182 -0.754 0.0 0.2 -0.2 -0.7430
C 0.161 -0.428 0.825 -0.1 0.0 0.0 -0.2371
N 1.510 0.181 0.843 0.0 0.0 -0.1 -0.5962
C 2.233 0.778 -0.129 -0.1 0.0 -0.2 0.5354
O 1.891 1.021 -1.279 0.1 -0.2 0.3 -0.6474
H -2.256 -1.710 -0.224 0.2 0.2 0.1 0.2063
H -2.630 -0.306 -1.237 0.1 -0.1 0.2 0.2299
H -2.607 -0.122 0.519 0.1 -0.1 -0.1 0.2083
H -0.196 -0.757 -1.273 0.0 0.1 0.1 0.1684
H 0.183 1.362 -1.148 -0.1 0.2 0.0 0.4964
H -0.396 -0.010 1.672 0.1 0.0 -0.1 0.2009
H 0.284 -1.505 0.997 -0.1 0.1 0.0 0.1969
H 2.002 0.107 1.723 -0.1 0.0 -0.1 0.3954
H 3.244 1.057 0.218 -0.1 0.0 0.1 0.1208
```
Positions in Å, forces in eV/Å.

Properties
SMILES = C[C@@H](O)CNC=O
lowest unoccupied orbital energy = 0.67 eV
energy above the lowest of the compared OMol25 structures with the same formula, charge and spin = 85.5 kJ/mol
highest occupied orbital energy = -9.94 eV
HOMO-LUMO gap = 10.60 eV
net charge = 0

Entry 8:
Molecular formula: C4H9NO2S
Method: DFT, the ωB97M-V functional and the def2-TZVPD basis

```
17
Properties=species:S:1:pos:R:3:forces:R:3:nbo_charge:R:1
C 0.863 0.426 -0.892 -0.8 1.3 1.2 -0.6899
C 0.166 0.220 0.475 -1.1 0.4 -0.2 -0.0515
C -2.249 0.109 -0.300 0.2 2.1 -0.7 -0.6265
C -1.079 -0.621 0.351 -0.7 -2.8 1.3 -0.4119
N 1.300 -0.509 1.087 -1.7 1.3 -3.2 -0.8614
O 3.123 -1.125 -0.527 0.0 0.2 -0.1 -0.8989
O 3.072 1.266 0.179 -0.6 -1.6 0.2 -0.9194
S 2.379 0.003 -0.062 1.3 1.4 -0.1 2.2940
H 0.486 -0.221 -1.635 0.0 -1.1 -0.8 0.2405
H 0.688 1.454 -1.207 1.0 0.0 -0.2 0.2545
H -0.181 1.212 0.958 1.1 -1.3 -0.5 0.1936
H -2.895 0.777 0.415 1.4 -1.2 -1.5 0.2220
H -2.873 -0.545 -0.886 -0.5 -0.5 0.4 0.2261
H -1.805 0.734 -1.173 -0.7 -0.4 1.6 0.1984
H -0.861 -1.611 -0.244 -0.2 1.9 1.1 0.2146
H -1.354 -0.978 1.431 0.3 0.5 -1.8 0.2067
H 1.220 -0.592 2.031 1.1 -0.3 3.2 0.4089
```
Positions in Å, forces in eV/Å.

Properties
lowest unoccupied orbital energy = 0.76 eV
energy above the lowest of the compared OMol25 structures with the same formula, charge and spin = 264.8 kJ/mol
highest occupied orbital energy = -10.20 eV
HOMO-LUMO gap = 10.96 eV
net charge = 0

Entry 9:
Molecular formula: C4H9NO2S
Method: DFT, the ωB97M-V functional and the def2-TZVPD basis

```
17
Properties=species:S:1:pos:R:3:forces:R:3:nbo_charge:R:1
C -0.484 -1.175 -1.255 1.0 1.0 0.3 -0.2433
C -1.165 -0.008 -0.474 -3.7 -0.9 -1.2 -0.4552
C -0.443 0.401 0.803 -0.8 3.2 1.5 -0.4411
C 0.806 1.401 0.607 -2.2 6.9 1.2 0.7281
H 1.457 -0.544 -0.928 0.6 0.6 0.4 0.3384
H 0.547 0.108 -2.242 1.9 -1.1 1.0 0.3543
H -0.898 -1.415 -2.288 -0.6 -0.4 2.1 0.2249
H -0.277 -1.936 -0.468 -0.9 -0.4 -1.1 0.1951
H -1.425 0.944 -1.125 1.2 -1.7 1.3 0.2554
H -2.294 -0.372 -0.242 2.5 0.7 0.0 0.2247
H -1.195 1.105 1.334 1.4 -1.1 -0.8 0.2844
H 0.435 -0.295 3.348 -1.0 -0.4 -2.6 0.2054
H 1.612 -0.229 0.995 1.9 4.0 1.5 0.4578
N 0.845 -0.752 -1.683 -1.2 1.3 -2.3 -0.8120
O 1.953 0.998 1.080 -1.4 -5.4 -1.5 -0.6451
O 0.594 2.703 0.437 0.7 -6.9 0.0 -0.6184
S -0.069 -0.932 2.101 0.8 0.4 0.3 -0.0533
```
Positions in Å, forces in eV/Å.

Properties
lowest unoccupied orbital energy = -0.06 eV
energy above the lowest of the compared OMol25 structures with the same formula, charge and spin = 411.9 kJ/mol
highest occupied orbital energy = -9.73 eV
HOMO-LUMO gap = 9.67 eV
net charge = 0

Entry 10:
Molecular formula: C4H9NO2S
Method: DFT, the ωB97M-V functional and the def2-TZVPD basis

```
17
Properties=species:S:1:pos:R:3:forces:R:3:nbo_charge:R:1
O -0.870 -0.164 -2.451 0.3 0.6 -0.4 -0.5867
C -0.514 -0.132 -1.294 0.0 -1.0 -0.1 0.6881
N -1.288 -0.944 -0.434 -1.2 1.1 0.3 -0.6571
C -1.626 -0.578 0.937 0.8 -1.7 0.8 0.0770
O -1.730 0.789 1.146 -0.2 0.3 0.3 -0.7173
C 0.804 0.594 -0.947 0.3 -0.5 0.6 -0.5244
C 1.903 -0.283 -0.156 -1.5 -0.1 -0.5 -0.5204
S 1.667 0.102 1.667 1.6 3.8 -2.7 -0.0409
H -2.198 -0.987 -0.901 0.6 -0.5 -0.4 0.3925
H -0.893 -1.045 1.598 0.4 0.5 0.1 0.1611
H -2.520 -1.159 1.258 0.0 0.8 -0.7 0.1755
H -0.922 1.036 1.608 0.1 0.3 0.0 0.4841
H 0.615 1.417 -0.201 -0.1 -0.4 -1.5 0.2335
H 1.126 0.932 -1.977 0.0 -0.1 1.4 0.2574
H 1.626 -1.344 -0.195 0.0 0.1 -0.2 0.2289
H 2.908 -0.202 -0.642 -0.7 0.3 1.1 0.2339
H 1.913 1.967 0.985 -0.4 -3.4 2.0 0.1150
```
Positions in Å, forces in eV/Å.

Properties
lowest unoccupied orbital energy = -1.53 eV
energy above the lowest of the compared OMol25 structures with the same formula, charge and spin = 382.0 kJ/mol
highest occupied orbital energy = -9.62 eV
HOMO-LUMO gap = 8.08 eV
net charge = 0

Entry 11:
Molecular formula: C4H9NO3
Method: DFT, the ωB97M-V functional and the def2-TZVPD basis

```
17
Properties=species:S:1:pos:R:3:forces:R:3:nbo_charge:R:1
C 1.247 -0.887 -0.581 3.3 -4.2 -0.2 0.0715
O 2.341 -0.563 -0.062 -0.3 1.2 0.0 -0.5569
C 0.057 0.390 -0.440 -3.0 3.6 1.2 -0.0931
C -1.171 -0.007 -0.914 -0.1 0.7 -0.7 -0.1990
C -2.250 -0.448 -0.065 -0.4 0.2 0.4 0.7194
O -3.486 -0.221 -0.547 0.2 0.0 -0.2 -0.6591
O -2.117 -0.862 1.059 0.3 -0.6 0.8 -0.6052
N 0.147 0.814 0.929 0.6 -1.1 -0.8 -0.7532
H 1.323 -1.193 -1.635 -0.6 0.8 -0.4 0.1569
H 0.749 -1.689 -0.014 -0.9 0.4 0.2 0.1590
H 0.402 1.208 -1.074 1.0 -0.6 -0.4 0.2605
H 3.607 1.258 0.887 0.2 0.0 0.2 0.0135
H -1.473 0.342 -1.889 0.2 -0.5 -0.4 0.2255
H -4.040 -0.388 0.233 -0.3 -0.1 -0.2 0.4999
H -0.547 0.312 1.460 -0.1 0.0 0.5 0.3889
H 4.143 1.391 1.393 -0.2 0.0 -0.1 -0.0171
H 1.069 0.543 1.261 0.1 0.3 0.3 0.3886
```
Positions in Å, forces in eV/Å.

Properties
lowest unoccupied orbital energy = -2.39 eV
energy above the lowest of the compared OMol25 structures with the same formula, charge and spin = 522.8 kJ/mol
highest occupied orbital energy = -9.49 eV
HOMO-LUMO gap = 7.10 eV
net charge = 0

Entry 12:
Molecular formula: C4H9NO3
Method: DFT, the ωB97M-V functional and the def2-TZVPD basis

```
17
Properties=species:S:1:pos:R:3:forces:R:3:nbo_charge:R:1
N -0.962 -0.162 1.581 0.1 0.0 1.9 -0.8747
C -0.348 0.630 0.455 -3.7 -1.8 -0.3 -0.0552
C -1.606 1.374 -0.209 0.7 0.9 -2.7 -0.0772
O -2.096 2.416 0.547 -2.4 1.4 3.4 -0.7493
C 0.163 -0.438 -0.535 -4.3 -1.4 1.2 -0.5868
C 1.411 -1.061 -0.573 7.9 -2.2 -1.0 0.7872
O 2.481 -0.781 -0.060 -1.1 2.1 1.7 -0.6111
O 1.639 -2.170 -1.382 -0.7 -1.4 -1.7 -0.7417
H -0.491 -0.173 2.538 -0.3 0.3 -2.1 0.3777
H -1.889 0.192 1.793 0.0 0.1 -0.1 0.3583
H 0.249 1.322 0.922 2.1 1.8 0.1 0.2212
H -1.342 2.122 -1.043 0.8 -2.6 -0.3 0.1970
H -2.456 0.703 -0.547 1.4 0.2 0.4 0.1750
H -3.081 2.469 0.676 1.7 -0.6 -0.3 0.4836
H -0.472 -1.292 -0.088 0.8 0.6 -0.5 0.3126
H -0.344 -0.486 -1.479 0.2 0.8 -1.0 0.2648
H 2.645 -2.467 -1.503 -3.3 1.8 1.2 0.5186
```
Positions in Å, forces in eV/Å.

Properties
SMILES = N[C@H](CO)CC(=O)O
lowest unoccupied orbital energy = 0.58 eV
energy above the lowest of the compared OMol25 structures with the same formula, charge and spin = 341.6 kJ/mol
highest occupied orbital energy = -9.68 eV
HOMO-LUMO gap = 10.25 eV
net charge = 0